{"formula": "C15H20FeNO4", "method": "ωB97M-V with the def2-TZVPD basis set", "species": ["C", "O", "C", "C", "C", "C", "C", "C", "Fe", "C", "O", "C", "O", "C", "O", "H", "H", "H", "H", "H", "H", "H", "H", "H", "C", "C", "C", "N", "C", "C", "H", "H", "H", "H", "H", "H", "H", "H", "H", "H", "H"], "positions_angstrom": [[-3.187, 2.465, -1.923], [-1.848, 2.940, -1.743], [-0.779, 2.071, -1.754], [-0.155, 1.661, -0.531], [0.296, 0.236, -0.506], [1.079, -0.086, -1.709], [0.985, 0.775, -2.793], [-0.039, 1.772, -2.922], [1.261, 2.651, -1.547], [2.363, 2.555, -0.194], [3.193, 2.767, 0.589], [0.743, 4.259, -1.185], [0.555, 5.387, -0.993], [2.556, 3.236, -2.626], [3.417, 3.863, -3.082], [-3.808, 3.346, -1.770], [-3.306, 2.073, -2.943], [-3.425, 1.691, -1.179], [-0.538, 2.085, 0.403], [0.900, 0.066, 0.394], [-0.579, -0.437, -0.401], [1.758, -0.944, -1.705], [1.619, 0.617, -3.675], [-0.262, 2.278, -3.868], [-0.163, -3.517, 3.396], [-1.174, -3.809, 2.283], [-0.793, -3.277, 0.897], [0.130, -2.141, 0.819], [0.729, -1.558, 2.025], [0.249, -2.050, 3.381], [-0.600, -3.764, 4.369], [0.723, -4.152, 3.271], [-1.308, -4.893, 2.196], [-2.146, -3.375, 2.545], [-0.352, -4.091, 0.296], [-1.717, -2.983, 0.374], [0.824, -2.282, 0.089], [1.825, -1.656, 1.929], [0.522, -0.478, 2.018], [-0.602, -1.425, 3.675], [1.056, -1.875, 4.098]], "forces_ev_per_angstrom": [[0.2, -0.5, -0.1], [1.7, 0.3, -0.1], [-0.9, 0.5, 1.3], [-4.4, -1.4, 0.8], [1.5, 1.0, 0.3], [0.1, -0.1, -0.3], [-0.3, -0.4, -1.7], [-1.5, -2.1, -1.6], [-0.7, -2.1, -1.4], [5.4, 0.8, 5.2], [-2.4, -0.7, -2.0], [-1.6, 8.2, 1.9], [0.3, -3.5, -0.5], [5.8, 2.5, -3.7], [-2.3, -1.5, 1.2], [0.0, -0.2, -0.1], [-0.1, 0.1, 0.3], [0.0, 0.2, -0.2], [-0.1, -0.3, -0.3], [-0.2, 0.0, -0.3], [0.0, -0.3, 0.3], [-0.2, 0.4, -0.2], [-0.3, 0.0, 0.5], [0.2, -0.4, 0.4], [0.1, 0.0, -0.3], [-0.1, 0.1, 0.2], [0.0, -0.4, -0.8], [0.0, -0.2, 0.5], [0.7, 0.2, -0.5], [-0.3, -0.2, 0.1], [0.1, 0.0, -0.2], [-0.1, 0.1, 0.0], [-0.2, 0.2, 0.0], [0.2, -0.1, 0.2], [-0.2, 0.2, 0.2], [0.1, -0.2, 0.1], [-0.3, -0.1, 0.5], [-0.3, 0.0, 0.2], [0.2, 0.0, 0.1], [0.0, -0.2, 0.1], [-0.2, 0.1, 0.0]], "mulliken_spin": [0.00, 0.01, -0.14, 0.39, -0.12, 0.54, -0.14, 0.39, 2.65, -0.02, 0.01, 0.01, 0.04, 0.00, 0.07, 0.00, 0.00, 0.00, -0.03, 0.05, 0.14, 0.02, -0.01, -0.01, 0.00, 0.00, 0.00, 0.11, 0.00, 0.00, 0.00, 0.00, 0.00, 0.00, 0.00, 0.00, 0.00, 0.00, 0.02, 0.00, 0.00], "spin_multiplicity": 5, "homo_ev": [-9.96, -11.20], "e_tot_ha": -2202.50109, "s2": 6.096, "mol_weight_da": 334.2, "de_lowest_kj_mol": 65.6, "charge": 1}